Below is an isolated molecule of C11H12F3N5O4 at a distorted geometry, with properties calculated with ωB97M-V/def2-TZVPD.

Element x y z (Å)
1 C 2.859 -1.240 -1.324
2 C 1.667 -1.418 -0.469
3 N 0.484 -1.151 -0.848
4 N -0.413 -1.429 0.145
5 C -1.696 -0.966 0.081
6 O -2.568 -1.258 0.852
7 C -1.899 0.043 -1.065
8 N -1.212 1.246 -0.664
9 N -0.328 1.185 0.301
10 C 0.146 2.415 0.450
11 N 1.152 2.622 1.414
12 O 1.517 1.636 2.037
13 O 1.599 3.738 1.555
14 C -0.465 3.300 -0.456
15 C -1.343 2.502 -1.163
16 C -2.286 2.827 -2.258
17 C 0.267 -1.845 1.401
18 O 0.028 -0.979 2.439
19 C -0.244 -3.235 1.842
20 F -1.438 -3.241 2.403
21 F 0.606 -3.795 2.717
22 F -0.288 -4.069 0.785
23 C 1.740 -1.927 0.946
24 H 3.543 -0.530 -0.860
25 H 3.386 -2.186 -1.432
26 H 2.566 -0.874 -2.303
27 H -2.967 0.238 -1.180
28 H -1.472 -0.345 -1.994
29 H -0.280 4.348 -0.561
30 H -3.313 2.640 -1.946
31 H -2.189 3.874 -2.529
32 H -2.081 2.214 -3.135
33 H 0.426 -0.104 2.259
34 H 2.133 -2.944 0.985
35 H 2.363 -1.289 1.576

Values from the calculation:
Spin multiplicity: 1
LUMO energy, eV: -0.6
Frontier orbital gap, eV: 8.631
DFT total energy, eV: -35391.7182